Molecular formula: C26H79N5O11
Method: DFT, ωB97M-V with the def2-TZVPD basis set

SMILES string = COC[C@H](C)N.COC[C@H](C)N.COC[C@H](C)N.COC[C@H](C)N.COC[C@H](C)N.CO.CO.CO.CO.CO.CO
LUMO level = 0.569 eV
relative energy (zero: lowest compared OMol25 entry of this formula, charge and spin) = 58.6 kcal per mole

The geometry in XYZ format:
```
121
C26H79N5O11 ωB97M-V with the def2-TZVPD basis set
C -23.18785 -8.16374 -3.94613
O -22.27440 -7.75279 -2.88206
H -23.22579 -7.32805 -4.69158
H -22.85438 -9.06937 -4.42848
H -24.21108 -8.35046 -3.57096
H -22.51733 -8.34814 -2.17000
C -23.56862 -5.90152 -0.54017
O -23.99186 -5.04650 -1.53466
H -23.19582 -5.20817 0.29247
H -24.34568 -6.60302 -0.18084
H -22.72806 -6.47731 -0.82045
H -24.04375 -5.51840 -2.36080
C -26.93125 -2.77198 -0.44464
O -27.89855 -1.99128 0.29783
H -26.18796 -2.17122 -0.93128
H -26.40800 -3.50695 0.14562
H -27.42741 -3.35695 -1.30091
H -27.57704 -1.87583 1.17637
C -18.90033 -6.71215 1.85659
O -19.80400 -5.64447 2.10919
H -18.13490 -6.29997 1.24096
H -18.58622 -7.09222 2.84915
H -19.38500 -7.55039 1.37258
H -19.28781 -4.97394 2.55894
C -17.21037 -4.24726 3.92191
O -18.02328 -3.59928 2.94259
H -16.33853 -3.63720 4.17896
H -17.80834 -4.34116 4.80250
H -16.83280 -5.24665 3.61924
H -17.49178 -3.53633 2.12231
C -22.40968 -2.24873 -0.41163
O -22.03500 -2.37280 -1.78457
H -21.83517 -2.93685 0.23428
H -22.18820 -1.25692 -0.07894
H -23.52242 -2.36282 -0.27110
H -22.30214 -3.21823 -2.09599
C -20.94908 1.38288 2.09448
C -21.00949 2.09361 0.80113
C -19.63357 2.64047 0.27015
O -18.70360 1.54642 0.33024
C -17.57154 1.83445 -0.48341
N -21.55601 1.22415 -0.20679
H -20.33415 1.96557 2.83599
H -20.48167 0.36744 1.86107
H -21.91028 1.28141 2.57284
H -21.64168 2.98198 0.92152
H -19.30377 3.40192 0.97208
H -19.84920 3.05565 -0.76791
H -16.90971 0.96047 -0.43585
H -17.08401 2.77165 -0.24987
H -17.95144 1.93190 -1.53699
H -21.43953 1.70497 -1.09842
H -20.91706 0.43081 -0.27213
C -16.71803 -2.06689 -1.64768
C -17.41299 -2.55317 -0.32878
C -18.68841 -3.36373 -0.59514
O -18.38133 -4.48797 -1.49416
C -19.56714 -5.21529 -1.85282
N -16.49780 -3.28935 0.49456
H -15.82185 -1.50015 -1.42063
H -17.34165 -1.37018 -2.25798
H -16.51851 -2.93157 -2.26587
H -17.80036 -1.76758 0.29283
H -19.40095 -2.66673 -1.14749
H -19.19848 -3.63600 0.34429
H -19.52613 -5.57425 -2.90404
H -20.50182 -4.52823 -1.71476
H -19.73820 -5.94619 -1.11659
H -15.70649 -2.64481 0.63369
H -16.22433 -4.18085 0.08772
C -21.54996 1.62733 -3.89061
C -20.15146 0.92133 -4.24313
C -20.24822 -0.51076 -3.82228
O -19.03725 -1.18078 -3.98439
C -19.13235 -2.61323 -4.11871
N -19.85768 0.99943 -5.72649
H -22.05073 1.90337 -4.78580
H -21.40733 2.44452 -3.19221
H -22.13189 0.85378 -3.42640
H -19.50675 1.50150 -3.52198
H -21.03157 -0.99246 -4.42574
H -20.58904 -0.60300 -2.75778
H -19.87344 -3.02751 -3.38920
H -18.13637 -3.06427 -3.94440
H -19.44813 -2.92706 -5.09669
H -19.15056 0.24449 -5.94132
H -19.47075 1.89869 -5.96219
C -24.27811 -2.78280 3.82587
C -23.08310 -3.28708 4.65151
C -22.27941 -4.30656 3.88894
O -23.18385 -5.40491 3.66565
C -22.51409 -6.56142 3.22933
N -22.21831 -2.26121 5.19795
H -24.90397 -3.66395 3.53014
H -24.00224 -2.13834 2.96403
H -24.95908 -2.19236 4.45576
H -23.43793 -3.90782 5.51247
H -21.40155 -4.69369 4.44841
H -21.89357 -3.97726 2.94676
H -23.30956 -7.29940 3.17133
H -21.69237 -6.92571 3.83414
H -21.98975 -6.40255 2.31848
H -22.82086 -1.54596 5.62455
H -21.49350 -1.88968 4.59244
C -25.86471 -3.06870 -3.83500
C -25.05351 -2.87125 -5.08555
C -24.43843 -4.21577 -5.55581
O -23.66179 -4.87610 -4.59057
C -22.35341 -4.31415 -4.50898
N -25.86536 -2.35257 -6.18270
H -26.51038 -3.93048 -3.83336
H -26.47453 -2.12539 -3.65110
H -25.17719 -3.26176 -3.00787
H -24.25200 -2.08902 -4.88420
H -23.87286 -3.95651 -6.47342
H -25.26166 -4.89834 -5.83995
H -21.74544 -5.00709 -3.98216
H -22.42627 -3.37428 -4.03838
H -22.01135 -4.07822 -5.55311
H -25.47957 -2.38259 -7.14985
H -26.65634 -2.92317 -6.25681
```

Löwdin population analysis, charges in e, atoms 1 to 8: C -0.124; O -0.143; H 0.078; H 0.064; H 0.085; H 0.063; C -0.173; O -0.114

Molecular formula: C28H35N8SV
Method: DFT, ωB97M-V with the def2-TZVPD basis set

<S²> = 3.761
spin multiplicity = 4
net charge = +1
LUMO level (spin up / spin down) = -3.294 / -3.456 eV
relative energy (zero: lowest compared OMol25 entry of this formula, charge and spin) = 12.4 kcal per mole

The geometry in XYZ format:
```
73
C28H35N8SV ωB97M-V with the def2-TZVPD basis set
V 0.49712 0.47852 -0.42234
N 0.18956 -2.74745 0.50380
C -1.24981 -2.91588 0.35798
C -1.76288 -2.11364 -0.82536
N -1.73885 -0.63656 -0.67854
C -3.03453 -0.06796 -0.22790
C -3.34271 -0.07719 1.26041
N -2.59478 0.95985 1.97846
H 0.49681 -3.03123 1.42608
H 0.68546 -3.32051 -0.17016
H -1.55600 -3.95798 0.20484
H -1.72798 -2.58883 1.27797
H -1.12788 -2.35922 -1.68227
H -2.77797 -2.44429 -1.07711
H -1.66904 -0.30474 -1.63322
H -3.06582 0.97185 -0.56717
H -3.84981 -0.59144 -0.74140
H -4.42588 0.05155 1.36173
H -3.10783 -1.04494 1.69866
H -2.89013 1.87476 1.65056
H -2.81752 0.92911 2.96790
C 3.06519 -1.54933 0.59346
C 2.84579 -1.69978 -0.87092
C 3.67600 -2.51995 -1.63302
C 3.48534 -2.61691 -2.99435
C 2.47433 -1.87063 -3.57772
C 1.68398 -1.07689 -2.76605
N 1.84221 -1.00929 -1.43044
C 0.64013 -0.18917 -3.33246
C 0.20090 -0.25702 -4.64738
C -0.75775 0.64240 -5.07561
C -1.25145 1.58851 -4.19328
C -0.77661 1.60342 -2.88907
N 0.14332 0.71737 -2.47950
C -1.22439 2.58722 -1.86521
C -2.08550 3.61604 -2.20912
C -2.41741 4.56094 -1.25400
C -1.83434 4.46685 -0.00946
C -0.96872 3.41209 0.27744
C -0.30103 3.37184 1.61886
N -0.71015 2.45016 -0.62354
H 3.55153 -0.59181 0.79105
H 3.69294 -2.34816 0.98454
H 2.11103 -1.55393 1.11104
H 4.46925 -3.06557 -1.14152
H 4.12240 -3.24706 -3.60008
H 2.32940 -1.89191 -4.64692
H 0.58968 -1.00196 -5.32432
H -1.12081 0.60847 -6.09372
H -1.99574 2.29375 -4.52687
H -2.48200 3.70009 -3.20831
H -3.09498 5.36988 -1.49144
H -2.02516 5.21077 0.75117
H -0.37925 4.34486 2.09837
H 0.75603 3.13536 1.50694
H -0.77059 2.64051 2.27899
S 4.11924 3.11240 1.19491
C 3.00336 2.24396 0.42394
N 2.16770 1.59482 -0.08991
N 0.37828 0.39139 1.89984
C 0.77297 -0.48026 2.96096
C 2.04454 -0.37380 3.51302
C 2.43232 -1.23084 4.53132
C 1.55735 -2.19412 5.01480
C 0.27913 -2.28076 4.48220
C -0.11424 -1.42415 3.46345
H -0.62640 0.59272 1.98297
H 0.89550 1.25991 1.99812
H 2.72855 0.38268 3.14241
H 3.42415 -1.13823 4.95399
H 1.86291 -2.85882 5.81106
H -0.42099 -3.01105 4.86765
H -1.11747 -1.48078 3.05884
```

Löwdin population analysis, charges in e, atoms 1 to 8: V 0.759; N 0.023; C -0.249; C -0.190; N -0.071; C -0.189; C -0.233; N 0.006

Molecular formula: C3H27O13S
Method: DFT, ωB97M-V with the def2-TZVPD basis set

net charge = -1
LUMO level = 2.444 eV
relative energy (zero: lowest compared OMol25 entry of this formula, charge and spin) = 0.0 kcal per mole

The geometry in XYZ format:
```
44
C3H27O13S ωB97M-V with the def2-TZVPD basis set
O 1.47116 1.21393 1.96036
C 0.29403 1.23710 1.54128
O -0.66934 0.65311 2.09972
C 0.02149 1.96190 0.22489
C 0.42935 3.42587 0.23433
S 0.34592 4.23768 -1.40032
H -1.00354 1.87608 -0.12605
H 0.61027 1.42134 -0.52248
H 1.41522 3.57453 0.66795
H -0.30026 3.91227 0.88599
H -0.83551 4.84106 -1.29192
H -2.85098 0.99804 1.91741
H -4.00842 1.92828 1.70416
O -3.54042 1.21214 1.25981
H 2.70225 -2.13905 -3.64851
H 1.67352 -1.07700 -3.72899
O 1.79019 -2.01608 -3.93086
H 2.79366 1.89215 0.76597
H 4.07572 2.32868 1.52911
O 3.75163 2.07478 0.66180
H 1.60649 -2.10242 2.05572
H 0.74547 -2.11376 0.83636
O 1.68277 -2.13710 1.09134
H 2.40284 1.40168 -2.33794
H 2.93004 0.02129 -1.76839
O 2.41840 0.45672 -2.49973
H -1.22643 -1.58782 3.79841
H -0.07363 -0.87849 3.02562
O -0.53280 -1.73008 3.15236
H -0.86317 -1.23554 1.08061
H -1.66870 -2.51815 0.48975
O -0.93795 -1.90012 0.38144
H -4.38102 -1.74445 0.24783
H -4.39506 -0.35257 -0.32070
O -4.54774 -1.27232 -0.57444
H -3.58298 -2.72114 -1.15049
H -2.29404 -3.25490 -1.70505
O -3.00387 -3.50382 -1.06798
H 3.77884 0.45130 0.26591
H 2.72847 -0.70605 0.16609
O 3.56449 -0.37635 -0.21702
H -0.14620 -2.20753 -2.06453
H -1.27228 -1.43923 -1.50456
O -1.09789 -2.10598 -2.18424
```

Löwdin population analysis, charges in e, atoms 1 to 8: O -0.027; C -0.668; O -0.075; C -0.193; C -0.557; S 0.685; H 0.102; H 0.098